The following is a DFT calculation (ωB97M-V/def2-TZVPD) of C40H39ErN4OPS3 as an isolated structure.

```
! wB97M-V def2-TZVPD RIJCOSX def2/J DEFGRID3
* xyz 3 4
Er 14.20187 11.50375 11.73175
C 14.77378 16.28380 10.77947
C 15.12105 16.30858 9.44020
C 15.03308 15.12344 8.72514
C 14.61046 13.96714 9.36021
N 14.33480 13.91501 10.67974
C 14.40754 15.07700 11.35413
C 14.45004 12.71099 8.59359
C 14.11104 12.74058 7.25143
C 13.96203 11.54011 6.57290
C 14.21239 10.35926 7.24480
C 14.56436 10.40440 8.58734
N 14.63432 11.55970 9.27483
C 14.89597 9.16626 9.34552
C 15.36798 8.03880 8.68899
C 15.66166 6.90239 9.42503
C 15.46328 6.92733 10.79847
C 15.01014 8.09904 11.37952
N 14.74014 9.21519 10.68082
H 14.79388 17.17566 11.39676
H 15.45336 17.22755 8.96691
H 15.31181 15.09943 7.67911
H 14.17803 15.02920 12.40595
H 13.94519 13.68577 6.75366
H 13.66579 11.53092 5.52960
H 14.10719 9.40874 6.73418
H 15.52149 8.04582 7.61599
H 16.03583 6.00879 8.93955
H 15.67349 6.06192 11.41416
H 14.85055 8.14592 12.44939
O 12.76429 13.16569 13.26447
N 11.97640 12.30826 12.46639
C 10.72660 12.56898 12.36436
C 9.77353 11.75212 11.63233
C 8.43008 12.12301 11.75304
C 7.42882 11.38045 11.15325
C 7.76857 10.27863 10.39120
C 9.10168 9.92016 10.22716
C 10.11793 10.63094 10.85424
P 11.83716 9.97807 10.78127
C 11.62772 8.84118 12.20255
C 10.75391 7.75581 12.17474
C 10.57519 6.98120 13.30899
C 11.22390 7.30957 14.49165
C 12.07098 8.41133 14.53826
C 12.28176 9.15425 13.38408
C 11.77813 8.88643 9.32342
C 12.20518 7.56087 9.39635
C 12.16802 6.76526 8.26127
C 11.70902 7.28165 7.05807
C 11.30356 8.60698 6.97808
C 11.34873 9.40895 8.10362
H 12.22714 13.86900 13.65023
H 10.32708 13.43738 12.88494
H 8.16784 12.99192 12.35279
H 6.39041 11.66391 11.26904
H 6.99132 9.68912 9.91098
H 9.33187 9.06717 9.60627
H 10.21085 7.50620 11.26868
H 9.90730 6.12481 13.27336
H 11.06180 6.71846 15.38686
H 12.56483 8.67398 15.46878
H 12.93433 10.00277 13.45071
H 12.54466 7.13836 10.33259
H 12.48665 5.72938 8.32326
H 11.67165 6.65550 6.17039
H 10.93158 9.00958 6.03969
H 11.02516 10.44641 8.04524
C 16.52424 13.25971 14.92863
C 15.37322 12.49040 15.54976
S 14.89624 10.93873 14.73961
C 16.29986 9.80544 15.04199
C 17.52086 10.00397 14.15369
S 17.07178 10.19263 12.38521
C 18.16932 11.52303 11.82442
C 18.11092 12.84019 12.59390
S 16.44225 13.40082 13.09551
H 17.48229 12.81728 15.19702
H 16.51498 14.27646 15.31854
H 14.45516 13.07682 15.53795
H 15.59307 12.27858 16.59649
H 15.87153 8.80625 14.90717
H 16.56477 9.88916 16.09421
H 18.17393 9.13780 14.24886
H 18.08487 10.87992 14.46009
H 17.86883 11.67157 10.77959
H 19.19887 11.15824 11.80590
H 18.54194 13.63445 11.98386
H 18.72814 12.80157 13.49278
*
```

Values from the calculation:
- gap between HOMO and LUMO (alpha / beta) (eV) = 7.802 / 7.829
- E_HOMO (alpha / beta) (eV) = -15.9958 / -15.9964
- M (Da) = 886.214



The following is a DFT calculation (ωB97M-V/def2-TZVPD) of a 5-piece molecular cluster, C40H39N2O21P overall in a non-equilibrium geometry.

```
! wB97M-V def2-TZVPD RIJCOSX def2/J DEFGRID3
* xyz 0 1
C 3.68139 -5.53247 2.80210
C 2.77282 -5.07871 1.56191
O 2.90834 -5.92917 0.39395
C 2.59245 -5.17894 -0.81085
C 1.13705 -4.50112 -0.77589
C 1.12720 -2.94818 -0.38757
C 2.21156 -2.06146 -1.10253
C 2.34888 -0.55386 -0.80271
C 1.32382 0.03106 0.20055
C 0.21997 -0.81090 0.92779
P -0.90023 0.18344 2.11589
N -2.43062 0.34846 1.18595
O -1.17074 -0.66463 3.58667
C 0.10498 -2.33779 0.64701
C -0.97763 -3.23080 1.40144
C -1.90287 -4.13046 0.43935
C -3.44132 -3.91424 0.93409
O -4.26550 -5.09085 0.73699
C -4.76473 -5.10293 -0.62481
C 1.67269 1.58178 0.29392
O 1.05111 2.45274 0.94273
N 2.89166 1.74255 -0.54428
C 3.35924 0.56872 -1.32570
O 4.32606 0.50563 -2.13225
H 3.07791 -6.22730 3.47944
H 4.61767 -6.03799 2.36197
H 3.97315 -4.62186 3.42823
H 3.11751 -4.02631 1.25155
H 1.68160 -5.00645 1.90614
H 3.45192 -4.47375 -1.06920
H 2.56293 -5.96234 -1.66152
H 0.70512 -4.58842 -1.84569
H 0.49785 -5.15057 -0.06513
H 2.93138 -2.54223 -1.85829
H -2.13236 0.93865 0.37836
H -2.59028 -0.58335 0.76776
H -2.14149 -0.86434 3.59563
H -1.67663 -2.52322 1.96980
H -0.51668 -3.93311 2.19649
H -1.76217 -3.94286 -0.67540
H -1.69252 -5.24925 0.64745
H -3.47135 -3.69774 2.06797
H -3.83970 -2.97561 0.41734
H -5.70937 -4.47055 -0.72743
H -3.98471 -4.66365 -1.35029
H -4.93225 -6.20934 -0.90345
H 2.76808 2.61266 -1.08063
O 0.46721 3.19959 -7.83037
C 0.47451 2.69765 -6.71895
C 1.46698 1.69716 -6.31405
C 1.42911 1.15906 -5.09302
O 2.34043 0.23041 -4.69935
C 0.38850 1.54867 -4.10597
O 0.38205 1.02285 -3.00748
C -0.59039 2.56559 -4.50018
C -0.55320 3.10651 -5.71937
O -1.45435 4.05435 -6.09947
H 2.21783 1.42092 -7.04208
H 2.09734 -0.00509 -3.78242
H -1.33117 2.85185 -3.76554
H -1.21776 4.28325 -7.01988
O -2.46621 1.17251 6.43264
C -1.65200 0.90282 7.29883
C -2.04879 0.48038 8.64618
C -1.12698 0.20958 9.57261
O -1.48021 -0.18606 10.82657
C 0.32953 0.32804 9.27771
O 1.14264 0.08996 10.15494
C 0.72721 0.72693 7.92456
C -0.19449 0.99479 6.99599
O 0.15914 1.36327 5.73651
H -3.10850 0.40040 8.84814
H -0.63761 -0.31757 11.30398
H 1.78728 0.79186 7.71866
H -0.68296 1.50079 5.25938
O -2.83184 1.06009 -6.28707
C -3.94595 1.40490 -6.64298
C -5.08685 1.44616 -5.72307
C -6.29525 1.81358 -6.15488
O -7.36279 1.85906 -5.31210
C -6.53037 2.18989 -7.57796
O -7.65109 2.50255 -7.94068
C -5.38450 2.17186 -8.49272
C -4.17538 1.80777 -8.06021
O -3.10161 1.78868 -8.89727
H -4.90335 1.16868 -4.69376
H -8.11589 2.15088 -5.86260
H -5.56489 2.46419 -9.51860
H -2.34952 1.49103 -8.34904
O 5.37743 7.58596 2.25431
C 5.13465 6.39870 2.38941
C 5.27439 5.43758 1.29094
C 4.98251 4.14784 1.47498
O 5.10911 3.24357 0.46691
C 4.50415 3.63978 2.79227
O 4.22971 2.45905 2.91860
C 4.38736 4.59660 3.89735
C 4.68241 5.88532 3.71425
O 4.58130 6.78536 4.73116
H 5.62020 5.81944 0.33977
H 4.83673 2.38702 0.85108
H 4.05614 4.21199 4.85275
H 4.84679 7.64313 4.34569
*
```

Values from the calculation:
- gap between HOMO and LUMO (eV) = 6.745
- E_HOMO (eV) = -8.5843
- M (Da) = 914.719



The following is a DFT calculation (ωB97M-V/def2-TZVPD) of C40H40F6NOSSeTeZn as an isolated structure in a non-equilibrium geometry.

```
! wB97M-V def2-TZVPD RIJCOSX def2/J DEFGRID3
* xyz -1 1
Zn -0.16642 0.26820 1.14784
C 1.28318 -4.42006 2.01246
C 1.99277 -3.57638 0.94693
C 2.58916 -2.32721 1.60490
C 1.22292 -3.30419 -0.35820
C 1.60180 -4.00214 -1.42835
C 1.14411 -3.65518 -2.81373
C -0.23708 -3.09751 -2.79706
C -0.70312 -2.37544 -1.78588
C -2.01369 -1.62821 -2.08103
C -3.01553 -1.29810 -0.97294
C -1.66561 -0.33532 -2.83181
C 0.22196 -2.16107 -0.58788
N -0.43917 -1.66812 0.60221
C -1.30944 -2.53462 1.19731
C -1.57145 -3.85939 0.77955
C -2.41312 -4.69492 1.49067
C -3.06776 -4.26501 2.63564
C -2.89898 -2.94501 3.03366
C -2.05812 -2.13608 2.31370
F -1.95884 -0.82689 2.67697
H 2.02009 -4.72106 2.76193
H 0.85378 -5.32270 1.57666
H 0.49609 -3.87251 2.52420
H 2.84465 -4.17892 0.61757
H 1.81178 -1.65340 1.95953
H 3.23166 -1.78576 0.91313
H 3.19102 -2.62158 2.46897
H 2.36513 -4.76888 -1.34286
H 1.18820 -4.51604 -3.47695
H -0.82341 -3.23347 -3.69617
H -2.54333 -2.28117 -2.78141
H -2.65082 -0.49940 -0.32612
H -3.25504 -2.16332 -0.35858
H -3.94174 -0.94813 -1.43557
H -1.17633 0.36515 -2.15526
H -2.56398 0.15253 -3.22357
H -0.98108 -0.54645 -3.65671
H -1.09165 -4.23768 -0.11002
H -2.55789 -5.70986 1.13991
H -3.72171 -4.92310 3.19148
H -3.41581 -2.53473 3.89157
C -2.41150 6.50441 5.24665
C -1.79419 5.26126 4.66265
C -2.33114 4.00697 4.90387
C -1.70460 2.84211 4.46456
C -2.36100 1.52181 4.75453
C -0.49966 2.93402 3.76018
Te 0.67742 1.17794 3.35618
C 0.00697 4.19948 3.43072
C 1.23524 4.36051 2.57939
C -0.64520 5.33940 3.88695
H -3.31596 6.26765 5.80640
H -2.66195 7.22663 4.46736
H -1.71144 6.98751 5.93138
H -3.25413 3.92753 5.46903
H -3.31545 1.66464 5.26237
H -1.72337 0.88672 5.37076
H -2.54402 0.98190 3.82726
H 1.13634 3.75503 1.68066
H 2.12725 4.02017 3.10835
H 1.37179 5.40533 2.29361
H -0.23637 6.31648 3.64795
F 5.25718 -2.88200 -5.26675
C 4.36418 -2.41634 -4.38007
C 3.21012 -3.11302 -4.12591
F 3.04001 -4.29082 -4.77508
C 2.16591 -2.62328 -3.31430
F 1.02513 -1.70551 -4.64394
C 2.54348 -1.52367 -2.49598
Se 1.43942 -0.66124 -1.18583
C 3.72545 -0.84783 -2.73922
F 4.00950 0.25288 -1.99859
C 4.64709 -1.25588 -3.67820
F 5.78581 -0.56369 -3.88743
C 1.78626 4.25799 -0.92897
S 1.45413 2.46668 -1.04866
O 0.40147 2.21663 0.00050
C 0.58520 2.58122 -2.61780
C -0.70873 3.07140 -2.65933
C -1.38451 3.07849 -3.86912
C -0.77707 2.57105 -5.01044
C 0.51732 2.07503 -4.95392
C 1.21008 2.09156 -3.75416
H 0.83851 4.78714 -0.85580
H 2.32497 4.54169 -1.83120
H 2.39834 4.43043 -0.04611
H -1.18372 3.41381 -1.74732
H -2.39941 3.45332 -3.91027
H -1.33122 2.52513 -5.93899
H 0.97809 1.63034 -5.82478
H 2.21480 1.69414 -3.68981
*
```

Values from the calculation:
- gap between HOMO and LUMO (eV) = 6.454
- E_HOMO (eV) = -4.4512
- energy above the lowest of the compared OMol25 structures with the same formula, charge and spin (kcal per mole) = 91.7
- M (Da) = 968.771



The following is a DFT calculation (ωB97M-V/def2-TZVPD) of C40H40N5O2ReS2 as an isolated structure in a non-equilibrium geometry.

```
! wB97M-V def2-TZVPD RIJCOSX def2/J DEFGRID3
* xyz 1 2
Re 0.79770 -0.14045 0.55382
C 1.65277 -2.50843 2.55686
N 2.30311 -1.35453 1.93127
C 3.41937 -1.83944 1.11183
C 2.81444 -0.45368 2.98674
C 2.67179 1.01348 2.65504
C 3.35909 1.93665 3.43890
C 3.16100 3.29535 3.27128
C 2.28431 3.73466 2.29239
C 1.61775 2.81760 1.49533
C 1.78958 1.43423 1.64634
H 2.34597 -3.04349 3.21996
H 1.29777 -3.20113 1.79265
H 0.79637 -2.17664 3.14771
H 4.13785 -2.40585 1.71663
H 3.92799 -0.99721 0.64304
H 3.05515 -2.50435 0.32819
H 3.85840 -0.69558 3.21935
H 2.23926 -0.62780 3.90419
H 4.03815 1.58566 4.20531
H 3.67442 4.00212 3.90452
H 2.10768 4.78949 2.14794
H 0.92863 3.17361 0.74165
O -0.16053 -2.30814 0.12434
S 0.62264 -2.49235 -1.09571
O 1.41737 -3.68599 -1.15370
N 1.54703 -1.13806 -1.12009
C 2.43158 -0.87083 -2.11608
C 2.69213 -1.69151 -3.20469
C 3.59019 -1.30761 -4.20341
C 4.24385 -0.10433 -4.15041
C 4.05631 0.74179 -3.04196
C 4.73485 1.96637 -2.88411
C 4.59482 2.66818 -1.71824
C 3.74672 2.15927 -0.72484
N 3.04669 1.06668 -0.87771
C 3.17267 0.34976 -2.00267
C -0.51266 -2.43310 -2.47916
C -1.65104 -1.65717 -2.37046
C -2.51792 -1.57721 -3.44976
C -2.21862 -2.23164 -4.63495
C -1.09278 -3.03537 -4.72170
C -0.25153 -3.15942 -3.62766
H 2.23071 -2.66121 -3.25365
H 3.77147 -1.97647 -5.03124
H 4.92432 0.19922 -4.93054
H 5.35880 2.32660 -3.68719
H 5.11310 3.59759 -1.55703
H 3.64734 2.67203 0.21849
H -1.86449 -1.12637 -1.45506
H -3.43355 -1.01172 -3.36522
H -2.86988 -2.12123 -5.48765
H -0.87590 -3.58305 -5.62674
H 0.58714 -3.83620 -3.65308
S -4.62307 0.87469 4.36800
C -3.13209 0.55105 3.53089
C -2.79899 -0.66732 2.93745
C -1.61354 -0.77865 2.24754
N -0.73708 0.22587 2.09241
C -1.04526 1.39419 2.69307
C -2.19886 1.58821 3.41014
C -5.37821 -0.75703 4.43034
C -6.45323 -1.05484 3.60892
C -7.00775 -2.32481 3.71961
N -6.55918 -3.24047 4.55574
C -5.53595 -2.94209 5.33377
C -4.90333 -1.70574 5.32315
H -3.46418 -1.51459 2.99031
H -1.37628 -1.71841 1.76859
H -0.32966 2.19661 2.58760
H -2.40409 2.54173 3.86823
H -6.84622 -0.33035 2.91259
H -7.84658 -2.61943 3.10454
H -5.20620 -3.72653 6.00002
H -4.07851 -1.48930 5.98572
C -2.98079 2.15452 -2.66840
C -1.45438 2.30179 -2.71448
C -1.07578 3.78692 -2.66857
C -0.90129 1.64601 -3.98941
C -0.83341 1.64665 -1.56867
C -0.25889 1.12111 -0.63617
H -3.41808 2.65782 -3.52879
H -3.38213 2.60420 -1.76273
H -3.26699 1.10587 -2.69253
H -1.51606 4.31267 -3.51122
H 0.00423 3.89934 -2.70139
H -1.44189 4.23660 -1.75005
H -1.29750 2.14555 -4.87118
H -1.18335 0.59538 -4.02779
H 0.18516 1.71005 -4.00630
*
```

Values from the calculation:
- gap between HOMO and LUMO (alpha / beta) (eV) = 6.192 / 6.433
- E_HOMO (alpha / beta) (eV) = -10.2374 / -10.1111
- energy above the lowest of the compared OMol25 structures with the same formula, charge and spin (kcal per mole) = 24.7
- M (Da) = 873.134



The following is a DFT calculation (ωB97M-V/def2-TZVPD) of a 8-piece molecular cluster, C40H40N8 overall in a non-equilibrium geometry.

```
! wB97M-V def2-TZVPD RIJCOSX def2/J DEFGRID3
* xyz 0 1
C -7.13260 -3.15391 0.79645
C -6.30415 -2.41948 -0.11144
C -4.96191 -2.72580 -0.05800
N -4.39175 -3.68438 0.73766
C -5.23745 -4.42770 1.38876
C -6.58593 -4.24966 1.54320
H -8.19517 -3.00415 0.91863
H -6.67319 -1.79426 -0.91101
H -4.33694 -2.36705 -0.86243
H -4.79713 -5.31914 1.81049
H -7.13124 -4.88186 2.22830
C 1.35343 2.08299 -4.92893
C 0.11660 1.79488 -4.34313
C -0.86832 2.68465 -4.68626
N -0.71691 3.85770 -5.39892
C 0.51734 4.09369 -5.92862
C 1.59112 3.19043 -5.72345
H 2.26363 1.54485 -4.70908
H -0.05740 1.03473 -3.59593
H -1.84881 2.64072 -4.23556
H 0.67230 4.99626 -6.50111
H 2.59066 3.42904 -6.05568
C 0.33177 -5.57208 -6.53794
C 0.91269 -4.53087 -5.81872
C 0.08322 -3.54138 -5.24322
N -1.26667 -3.63114 -5.31235
C -1.80869 -4.65986 -5.99091
C -1.07749 -5.53867 -6.74731
H 0.90854 -6.36228 -6.99547
H 1.97134 -4.37800 -5.66938
H 0.50744 -2.71942 -4.68571
H -2.88316 -4.58632 -5.91009
H -1.64154 -6.26030 -7.31960
C 7.12955 3.36030 1.46418
C 8.45347 2.92166 1.31534
C 9.44257 3.91158 1.15941
N 9.17168 5.20869 1.02141
C 7.86267 5.60036 0.91679
C 6.82400 4.68050 1.16702
H 6.29063 2.68816 1.56838
H 8.55481 1.86365 1.50701
H 10.46793 3.57531 1.20366
H 7.66450 6.61593 0.60737
H 5.76726 4.87219 1.05321
C -3.25659 -0.11387 4.41855
C -2.02102 -0.70296 4.79405
C -1.00288 0.09624 5.39225
N -1.08337 1.41245 5.47547
C -2.25046 2.02231 5.06790
C -3.32859 1.27432 4.52549
H -4.02501 -0.81618 4.13103
H -1.94402 -1.77946 4.83419
H -0.16916 -0.44105 5.81958
H -2.30705 3.09418 5.18749
H -4.18213 1.78934 4.11001
C 0.12863 -0.77765 0.08900
C -0.66046 0.26844 0.45617
C -0.08307 1.51770 0.50655
N 1.17586 1.79026 0.20681
C 2.00152 0.71970 -0.03380
C 1.47973 -0.57306 -0.16956
H -0.31386 -1.71297 -0.22047
H -1.71782 0.22753 0.67233
H -0.71568 2.36224 0.73671
H 3.04278 0.99774 -0.10351
H 2.04324 -1.39035 -0.59488
C -1.98934 8.44445 1.67931
C -2.70858 7.47980 2.32803
C -3.21248 6.43840 1.50177
N -2.85200 6.29910 0.19455
C -2.00515 7.15521 -0.38306
C -1.61242 8.26351 0.31648
H -1.68369 9.36867 2.14707
H -3.17719 7.72211 3.27042
H -4.04417 5.81761 1.80065
H -1.66253 6.87832 -1.36912
H -0.92889 8.97052 -0.12995
C 3.06590 -7.43769 2.98860
C 2.48290 -6.34708 2.36250
C 1.18530 -6.01468 2.80075
N 0.36949 -6.86299 3.49023
C 0.97298 -7.93306 3.99778
C 2.26675 -8.28691 3.74354
H 4.12852 -7.53961 2.82485
H 3.07552 -5.65868 1.77830
H 0.81758 -5.03816 2.52219
H 0.40358 -8.68737 4.52047
H 2.76463 -9.13691 4.18627
*
```

Values from the calculation:
- gap between HOMO and LUMO (eV) = 9.673
- E_HOMO (eV) = -9.2810
- energy above the lowest of the compared OMol25 structures with the same formula, charge and spin (kcal per mole) = 81.2
- M (Da) = 632.816